Record 1
ORCA calculation (ωB97M-V/def2-TZVPD) on a molecular structure, C46H35BaCl3N5O3PS4Si at a distorted geometry.

Calculated values
- highest occupied orbital energy (Eh) = -0.06154
- energy relative to the best compared isomer or geometry (same formula, charge and spin) (kJ/mol) = 7.4
- charge = -2
- electronic energy (a.u.) = -5903.47654
- frontier orbital gap (eV) = 5.17

XYZ file:
```
99
Properties=species:S:1:pos:R:3:forces:R:3:lowdin_charge:R:1
Ba 0.622 0.737 -0.981 0.02 -1.12 -0.93 1.35
O -1.151 -1.627 -8.015 0.02 0.04 0.10 -0.13
C -0.935 -1.222 -6.888 -0.02 -0.03 -0.03 -1.08
S -0.257 0.354 -6.502 -0.01 -0.05 -0.05 0.89
C -0.254 0.222 -4.738 -0.04 0.03 0.00 -1.23
C -0.722 -0.942 -4.242 0.00 0.05 0.04 -1.20
S -0.905 -1.446 -2.574 -0.16 0.00 -0.12 0.32
S -1.259 -2.140 -5.421 0.00 0.00 -0.08 0.89
S 0.326 1.656 -3.924 -0.02 -0.02 0.02 0.24
N 0.795 0.396 3.115 -0.06 -0.11 -0.01 0.13
C 1.000 -0.882 3.579 0.05 0.01 0.00 -0.31
C 1.302 -1.165 4.893 -0.03 0.04 -0.03 -0.05
C 1.418 -2.493 5.341 0.01 -0.03 0.04 -0.10
C 1.230 -3.547 4.493 0.01 0.00 0.00 -0.07
C 0.938 -3.296 3.130 0.00 0.04 0.00 -0.16
C 0.771 -4.333 2.184 -0.01 0.00 -0.02 -0.01
C 0.531 -4.019 0.881 -0.02 -0.02 0.01 -0.04
C 0.446 -2.660 0.512 0.04 0.00 0.01 -0.17
N 0.575 -1.667 1.359 0.06 -0.10 -0.12 0.09
C 0.827 -1.972 2.662 -0.05 0.09 0.07 -0.20
H 1.316 1.140 3.548 0.02 -0.04 -0.01 0.10
H 0.751 0.471 2.110 0.06 0.19 0.06 0.03
H 1.452 -0.348 5.590 -0.01 0.01 -0.02 0.10
H 1.660 -2.672 6.382 0.00 0.00 -0.01 0.09
H 1.318 -4.571 4.835 0.00 0.02 0.00 0.10
H 0.846 -5.364 2.511 0.00 0.01 -0.01 0.11
H 0.402 -4.776 0.120 0.01 -0.01 0.01 0.11
H 0.270 -2.419 -0.534 -0.02 0.04 0.01 0.01
C -5.935 2.088 4.305 -0.03 0.08 -0.04 -0.08
O -6.525 2.991 3.384 0.07 0.01 -0.04 -0.10
C -5.718 3.943 2.827 -0.17 -0.06 0.07 -0.30
C -6.330 4.804 1.919 0.03 0.04 -0.02 -0.02
C -5.594 5.809 1.320 0.08 -0.02 0.06 -0.04
C -4.233 5.948 1.585 0.15 0.08 0.03 -0.30
C -3.633 5.100 2.507 -0.21 -0.12 0.04 -0.01
C -4.372 4.100 3.130 0.12 0.08 -0.02 0.00
N -3.567 7.081 0.998 0.41 -0.03 -0.21 0.05
N -2.384 7.037 0.582 -0.52 -0.10 0.28 0.06
C -1.645 5.823 0.504 -0.09 0.10 -0.10 -0.28
C -0.345 5.873 0.955 -0.01 -0.03 -0.06 -0.05
C 0.457 4.736 1.039 0.01 -0.08 0.12 -0.02
C -0.015 3.481 0.638 -0.21 0.07 0.05 -0.40
O 0.655 2.393 0.728 0.11 0.83 0.82 -0.41
C -1.339 3.449 0.016 0.06 0.31 0.01 -0.16
N -1.708 2.273 -0.548 -0.01 -0.07 0.09 0.01
C -2.837 2.197 -1.206 0.00 0.01 -0.08 -0.13
C -3.687 3.305 -1.369 0.02 0.05 0.03 -0.03
C -3.336 4.499 -0.807 0.09 -0.08 0.02 -0.01
C -2.134 4.610 -0.066 -0.05 -0.12 -0.09 -0.11
H -6.726 1.406 4.606 0.02 0.00 -0.01 0.09
H -5.552 2.614 5.184 0.00 0.00 0.00 0.10
H -5.126 1.512 3.851 0.02 -0.02 -0.02 0.07
H -7.384 4.675 1.708 0.02 0.00 0.01 0.12
H -6.061 6.505 0.632 0.00 -0.02 0.00 0.11
H -2.582 5.198 2.737 0.03 0.01 0.01 0.12
H -3.881 3.445 3.835 0.02 -0.02 0.02 0.11
H 0.037 6.831 1.292 -0.02 0.00 0.00 0.11
H 1.466 4.804 1.426 -0.02 -0.03 -0.01 0.11
H -3.075 1.239 -1.659 0.02 0.01 0.01 0.11
H -4.593 3.200 -1.951 -0.01 0.01 0.00 0.10
H -3.953 5.372 -0.952 -0.07 0.07 -0.03 0.11
Cl 4.163 -0.936 2.026 -0.08 0.06 -0.12 0.00
Si 3.711 -0.338 -0.031 0.51 -0.11 0.21 -0.55
Cl 5.354 1.076 -0.299 -0.11 -0.12 0.01 -0.05
Cl 4.561 -2.066 -1.025 -0.03 0.08 0.03 -0.03
C -6.610 0.738 -1.004 -0.01 0.00 0.01 -0.10
C -6.081 -0.439 -1.514 0.00 -0.01 0.00 -0.08
C -5.027 -1.076 -0.871 -0.02 -0.05 -0.04 -0.08
C -4.485 -0.543 0.295 -0.09 0.10 0.03 -0.37
C -5.011 0.656 0.786 -0.01 -0.05 -0.08 -0.11
C -6.069 1.287 0.152 0.02 -0.03 0.02 -0.09
P -2.972 -1.199 1.096 0.12 0.08 -0.01 1.14
C -3.093 -3.015 0.834 -0.04 -0.08 0.06 -0.35
C -2.755 -3.498 -0.433 0.00 0.01 -0.06 -0.15
C -2.747 -4.860 -0.697 0.01 0.03 0.00 -0.08
C -3.046 -5.769 0.308 0.00 0.01 0.01 -0.10
C -3.354 -5.304 1.579 0.00 0.03 0.00 -0.10
C -3.382 -3.939 1.840 0.08 0.00 -0.08 -0.08
C -3.453 -1.053 2.863 -0.02 -0.06 0.05 -0.39
C -2.464 -0.670 3.764 -0.05 0.01 0.01 -0.08
C -2.727 -0.629 5.131 0.02 0.03 -0.04 -0.07
C -3.987 -0.958 5.604 -0.01 0.02 0.02 -0.10
C -4.992 -1.319 4.709 0.00 0.01 -0.03 -0.11
C -4.726 -1.363 3.350 0.05 -0.01 0.02 -0.12
H -7.431 1.232 -1.511 0.01 0.00 0.01 0.10
H -6.481 -0.865 -2.427 0.00 0.01 0.02 0.10
H -4.620 -1.986 -1.298 -0.02 0.06 0.03 0.09
H -4.572 1.115 1.665 0.00 0.01 -0.01 0.09
H -6.452 2.218 0.554 0.00 -0.01 -0.01 0.09
H -2.466 -2.813 -1.227 -0.02 -0.02 0.05 0.00
H -2.479 -5.200 -1.690 -0.01 0.00 0.02 0.11
H -3.023 -6.834 0.108 0.00 0.01 0.00 0.09
H -3.570 -6.003 2.378 0.00 0.00 -0.01 0.09
H -3.607 -3.604 2.843 -0.02 0.03 0.04 0.09
H -1.484 -0.390 3.398 -0.01 0.00 0.00 0.07
H -1.936 -0.343 5.814 -0.03 -0.01 -0.01 0.10
H -4.193 -0.931 6.668 0.00 0.00 -0.02 0.09
H -5.981 -1.570 5.075 0.02 0.00 0.00 0.10
H -5.506 -1.647 2.653 -0.02 -0.01 0.00 0.12
```
Positions in Å, forces in eV/Å.

=====

Record 2
ORCA calculation (ωB97M-V/def2-TZVPD) on a gas-phase ion, C5H6N (charge +1) at a distorted geometry.

Calculated values
- highest occupied orbital energy (Eh) = -0.57482
- energy relative to the best compared isomer or geometry (same formula, charge and spin) (kJ/mol) = 604.7
- charge = +1
- electronic energy (a.u.) = -248.38538
- frontier orbital gap (eV) = 11.00
- SMILES = C1C[N@@+]23[C@@H]4[C@H]2[C@@]143

XYZ file:
```
12
Properties=species:S:1:pos:R:3:forces:R:3:lowdin_charge:R:1
C -1.222 -0.634 -0.025 0.91 2.53 -0.16 0.02
C -0.793 0.966 0.040 -1.07 -3.66 -1.59 0.04
N 0.723 0.754 0.068 0.22 2.99 -1.11 0.06
C 1.418 -0.294 0.709 -1.09 -0.97 2.41 0.01
C 1.271 -0.261 -0.757 0.08 -1.29 0.77 0.05
C 0.233 -0.838 0.128 1.83 -0.46 -0.44 -0.01
H -1.985 -0.925 0.662 0.09 -0.46 0.69 0.12
H -1.326 -1.035 -1.001 -1.28 0.11 -0.98 0.11
H -1.058 1.453 -0.884 0.15 0.46 0.05 0.14
H -1.124 1.412 0.924 -0.32 0.78 1.20 0.12
H 1.874 -0.251 1.682 0.72 -0.18 -0.30 0.18
H 1.989 -0.348 -1.546 -0.24 0.16 -0.54 0.17
```
Positions in Å, forces in eV/Å.

=====

| no. | E_LUMO (eV) |
| --- | --- |
| 1 | 3.493 |
| 2 | -4.637 |